## 1
The following is a quantum chemistry calculation of C8H11N in the gas phase, from the OMol25 dataset.

Calculated values
LUMO level: 1.0 eV
Orbital gap: 0.341 Ha
SMILES: C/C=C1/C=CC[C@@]12CN2

Geometry as ORCA input:
```
! RIJCOSX wB97M-V def2-TZVPD def2/J DEFGRID3
* xyz 0 1
N 0.02 1.83 -0.84
C 1.27 -1.14 -0.08
C 0.03 1.77 0.62
C -2.05 0.50 -0.09
C -2.32 -0.96 -0.07
C -0.01 -0.79 -0.11
C 2.61 -0.46 -0.04
C -0.56 0.64 -0.12
C -1.22 -1.69 -0.06
H -1.17 -2.80 -0.02
H 2.47 0.63 -0.17
H -2.42 0.97 -1.04
H 0.91 1.51 -1.18
H -2.38 1.00 0.80
H -3.31 -1.37 0.14
H 3.22 -0.92 -0.83
H 1.45 -2.18 -0.08
H -0.64 2.46 1.17
H 1.00 1.65 1.04
H 3.11 -0.65 0.96
*
```

Atom charges from the Löwdin analysis, given in e for atoms 1 to 2:
1 N 0.083
2 C -0.123

***

## 2
The following is a quantum chemistry calculation of C8H11N in the gas phase, from the OMol25 dataset.

Calculated values
LUMO level: 1.0 eV
Orbital gap: 0.316 Ha
SMILES: C=CC#CN1CCCC1

Geometry as ORCA input:
```
! RIJCOSX wB97M-V def2-TZVPD def2/J DEFGRID3
* xyz 0 1
N -0.55 -0.33 -0.30
C 4.18 0.58 -0.73
C -0.66 -1.13 0.91
C 0.67 -0.01 -0.72
C -1.67 0.61 -0.51
C 3.11 0.52 -1.55
C 1.78 0.20 -1.08
C -2.10 -0.95 1.28
C -2.44 0.43 0.75
H 0.00 -0.71 1.64
H 4.10 0.22 0.31
H 3.13 0.84 -2.61
H -2.27 0.38 -1.40
H 5.14 0.92 -1.11
H -2.19 1.21 1.46
H -2.69 -1.68 0.72
H -2.31 -1.07 2.34
H -1.35 1.63 -0.67
H -0.35 -2.16 0.76
H -3.52 0.51 0.50
*
```

Atom charges from the Löwdin analysis, given in e for atoms 1 to 2:
1 N -0.118
2 C -0.009

***

Most stable structure, least stable structure: 1, 2.

***

## 1
The following is a quantum chemistry calculation of a 2-piece molecular cluster, HN2O3S overall, from the OMol25 dataset.

Calculated values
LUMO level (spin up / spin down): 1.4 / 1.4 eV
Orbital gap (spin up / spin down): 0.168 / 0.168 Ha

Geometry as ORCA input:
```
! RIJCOSX wB97M-V def2-TZVPD def2/J DEFGRID3
* xyz -1 1
S -2.77 -0.25 0.39
O -0.39 1.35 -0.81
O 2.13 -0.27 0.75
O 0.68 -1.18 -0.58
N 0.68 1.14 -0.20
N 1.14 -0.23 0.03
H -1.47 -0.56 0.42
*
```

Atom charges from the Löwdin analysis, given in e for atoms 1 to 2:
1 S -0.134
2 O -0.043

***

## 2
The following is a quantum chemistry calculation of an isolated ion of composition HN2O3S and charge -1, from the OMol25 dataset.

Calculated values
LUMO level: 4.2 eV
Orbital gap: 0.333 Ha
SMILES: [H]/N=N/S(=O)(=O)[O-]

Geometry as ORCA input:
```
! RIJCOSX wB97M-V def2-TZVPD def2/J DEFGRID3
* xyz -1 1
S -0.31 -0.90 -0.25
O -1.54 -0.08 -0.27
O -0.31 -1.81 0.89
O 0.13 -1.51 -1.50
N 0.22 1.47 0.49
N 0.87 0.49 0.07
H 0.93 2.35 0.56
*
```

Atom charges from the Löwdin analysis, given in e for atoms 1 to 2:
1 S 0.380
2 O -0.434

***

Most stable structure, least stable structure: 2, 1.

***

## 1
The following is a quantum chemistry calculation of an isolated ion of composition HN2O3S and charge -1, from the OMol25 dataset.

Calculated values
LUMO level: 3.9 eV
Orbital gap: 0.292 Ha

Geometry as ORCA input:
```
! RIJCOSX wB97M-V def2-TZVPD def2/J DEFGRID3
* xyz -1 1
S -1.05 -0.54 -0.37
O -2.33 0.02 -0.82
O -0.03 1.18 0.27
O -1.15 -1.23 0.93
N 1.93 0.17 0.05
N 1.25 1.11 0.42
H 1.37 -0.71 -0.46
*
```

Atom charges from the Löwdin analysis, given in e for atoms 1 to 2:
1 S 0.720
2 O -0.520

***

## 2
The following is a quantum chemistry calculation of a 3-piece molecular cluster, HN2O3S overall, from the OMol25 dataset.

Calculated values
LUMO level (spin up / spin down): 2.5 / 2.7 eV
Orbital gap (spin up / spin down): 0.197 / 0.228 Ha

Geometry as ORCA input:
```
! RIJCOSX wB97M-V def2-TZVPD def2/J DEFGRID3
* xyz -1 1
S -3.26 -0.97 -0.11
O -4.28 -0.68 1.04
O 2.01 1.54 0.72
O -0.16 -0.09 -0.27
N 2.60 0.79 0.10
N 3.26 0.16 -0.51
H -0.18 -0.76 -0.97
*
```

Atom charges from the Löwdin analysis, given in e for atoms 1 to 2:
1 S 0.615
2 O -0.790

***

Most stable structure, least stable structure: 1, 2.

***

## 1
The following is a quantum chemistry calculation of C3H5N in the gas phase, from the OMol25 dataset.

Calculated values
LUMO level: 0.9 eV
Orbital gap: 0.395 Ha
SMILES: C#CCN

Geometry as ORCA input:
```
! RIJCOSX wB97M-V def2-TZVPD def2/J DEFGRID3
* xyz 0 1
N -1.40 -0.54 0.10
C 0.76 0.30 -0.24
C 0.04 -0.79 0.41
C 1.04 1.44 -0.56
H -1.84 -1.59 0.05
H 0.44 -0.74 1.42
H 0.24 -1.80 -0.05
H 1.68 2.31 -0.80
H -1.76 -0.07 1.01
*
```

Atom charges from the Löwdin analysis, given in e for atoms 1 to 2:
1 N -0.049
2 C -0.170

***

## 2
The following is a quantum chemistry calculation of a 2-piece molecular cluster, C3H5N overall, from the OMol25 dataset.

Calculated values
LUMO level: 0.4 eV
Orbital gap: 0.337 Ha

Geometry as ORCA input:
```
! RIJCOSX wB97M-V def2-TZVPD def2/J DEFGRID3
* xyz 0 1
N 1.92 0.66 -0.34
C 0.61 0.03 -0.21
C -0.71 0.57 0.23
C 1.80 -0.32 0.46
H -0.91 1.68 -0.04
H -1.40 -0.09 -0.11
H 0.28 -1.29 -1.60
H -0.61 0.68 1.31
H 2.45 -1.08 0.71
*
```

Atom charges from the Löwdin analysis, given in e for atoms 1 to 2:
1 N 0.165
2 C -0.377

***

Most stable structure, least stable structure: 1, 2.

***

## 1
The following is a quantum chemistry calculation of C3H5N as an isolated structure, from the OMol25 dataset.

Calculated values
LUMO level: 1.2 eV
Orbital gap: 0.405 Ha

Geometry as ORCA input:
```
! RIJCOSX wB97M-V def2-TZVPD def2/J DEFGRID3
* xyz 0 1
N -1.96 0.73 0.02
C -0.61 0.17 0.45
C -1.76 -0.53 -0.16
C 0.64 0.34 -0.33
H 0.37 0.69 -1.25
H -2.24 -1.45 -0.66
H 1.15 -0.73 -0.28
H -0.29 0.13 1.80
H 1.34 0.91 0.14
*
```

Atom charges from the Löwdin analysis, given in e for atoms 1 to 2:
1 N 0.112
2 C -0.397

***

## 2
The following is a quantum chemistry calculation of C3H5N in the gas phase, from the OMol25 dataset.

Calculated values
LUMO level: 0.7 eV
Orbital gap: 0.443 Ha
SMILES: CCC#N

Geometry as ORCA input:
```
! RIJCOSX wB97M-V def2-TZVPD def2/J DEFGRID3
* xyz 0 1
N 2.72 -0.35 -0.02
C 1.59 -0.03 0.10
C 0.21 0.50 0.01
C -0.99 -0.47 0.01
H 0.20 1.07 -0.91
H 0.21 1.28 0.77
H -0.72 -1.39 -0.66
H -1.89 0.24 -0.41
H -1.34 -0.84 1.10
*
```

Atom charges from the Löwdin analysis, given in e for atoms 1 to 2:
1 N 0.118
2 C -0.229

***

Most stable structure, least stable structure: 2, 1.

***

## 1
The following is a quantum chemistry calculation of C3H5N in the gas phase, from the OMol25 dataset.

Calculated values
LUMO level: 0.9 eV
Orbital gap: 0.380 Ha
SMILES: C=CN=C

Geometry as ORCA input:
```
! RIJCOSX wB97M-V def2-TZVPD def2/J DEFGRID3
* xyz 0 1
N -0.48 0.56 -0.10
C 0.20 -1.67 -0.58
C -0.16 1.64 0.49
C 0.36 -0.55 0.11
H 0.76 1.71 1.08
H -0.79 2.52 0.41
H 0.87 -2.50 -0.43
H -0.58 -1.75 -1.32
H 1.11 -0.45 0.89
*
```

Atom charges from the Löwdin analysis, given in e for atoms 1 to 2:
1 N -0.036
2 C 0.021

***

## 2
The following is a quantum chemistry calculation of C3H5N as an isolated structure, from the OMol25 dataset.

Calculated values
LUMO level (spin up / spin down): -0.1 / -0.1 eV
Orbital gap (spin up / spin down): 0.330 / 0.330 Ha

Geometry as ORCA input:
```
! RIJCOSX wB97M-V def2-TZVPD def2/J DEFGRID3
* xyz 0 1
N 1.24 0.98 -0.47
C 0.58 0.50 0.68
C 0.33 0.48 -1.22
C -0.68 -0.03 -0.24
H 0.33 0.29 -2.26
H 0.69 0.82 1.62
H -1.00 -1.07 -0.46
H -1.67 0.49 -0.18
H 1.36 -1.19 0.83
*
```

Atom charges from the Löwdin analysis, given in e for atoms 1 to 2:
1 N 0.034
2 C -0.138

***

Most stable structure, least stable structure: 1, 2.

***

## 1
The following is a quantum chemistry calculation of C3H9NOS in the gas phase, from the OMol25 dataset.

Calculated values
LUMO level: 0.8 eV
Orbital gap: 0.353 Ha
SMILES: OCNCCS

Geometry as ORCA input:
```
! RIJCOSX wB97M-V def2-TZVPD def2/J DEFGRID3
* xyz 0 1
S 2.92 -1.00 0.03
O -1.63 -0.59 1.26
N -0.72 0.71 -0.53
C -1.77 0.55 0.40
C 0.68 0.63 -0.25
C 1.12 -0.81 0.11
H 0.64 -1.40 -0.68
H -1.84 1.35 1.14
H 0.78 -0.99 1.11
H 3.08 -0.45 -1.18
H -2.72 0.43 -0.10
H -1.76 -1.46 0.86
H 0.94 1.42 0.47
H 1.24 0.86 -1.15
H -0.97 0.75 -1.50
*
```

Atom charges from the Löwdin analysis, given in e for atoms 1 to 2:
1 S 0.688
2 O -0.079

***

## 2
The following is a quantum chemistry calculation of C3H9NOS in the gas phase, from the OMol25 dataset.

Calculated values
LUMO level: 0.7 eV
Orbital gap: 0.342 Ha
SMILES: NC[C@H](S)CO

Geometry as ORCA input:
```
! RIJCOSX wB97M-V def2-TZVPD def2/J DEFGRID3
* xyz 0 1
S 1.41 -1.63 -0.34
O -1.59 -0.47 -1.06
N 0.97 1.24 -0.84
C 0.13 -0.68 0.59
C 0.60 0.89 0.60
C -1.43 -0.72 0.35
H 0.39 -1.07 1.63
H 1.72 -0.44 -1.05
H 1.52 2.19 -0.80
H 1.58 1.08 1.16
H 0.10 1.27 -1.36
H -1.54 -1.50 -1.47
H -1.80 -1.74 0.64
H -0.28 1.48 0.87
H -1.79 0.10 1.09
*
```

Atom charges from the Löwdin analysis, given in e for atoms 1 to 2:
1 S 0.647
2 O -0.165

***

Most stable structure, least stable structure: 1, 2.

***

## 1
The following is a quantum chemistry calculation of a 2-piece molecular cluster, C6H14N5 overall, from the OMol25 dataset.

Calculated values
LUMO level: -3.0 eV
Orbital gap: 0.358 Ha

Geometry as ORCA input:
```
! RIJCOSX wB97M-V def2-TZVPD def2/J DEFGRID3
* xyz 1 1
N 1.95 -0.70 0.89
N 0.85 0.55 -0.86
N 1.08 1.69 1.31
N -0.06 2.64 -0.48
N 1.30 -1.70 -1.08
C 1.46 -0.62 -0.33
C -1.84 -0.29 0.91
C -2.15 -1.44 -1.27
C -2.20 -0.30 -0.53
C 1.83 0.47 1.82
C 0.61 1.67 0.12
H 2.86 0.82 2.13
H -0.24 3.42 0.05
H -0.80 0.09 0.92
H 2.31 -1.57 1.24
H -1.78 -2.30 -0.77
H 0.46 0.54 -1.78
H 1.31 0.02 2.58
H 0.49 -1.62 -1.72
H -2.57 0.40 1.39
H -2.29 0.70 -0.97
H -0.31 2.73 -1.42
H -1.80 -1.37 1.45
H 2.02 -2.43 -1.25
H -2.47 -1.39 -2.34
*
```

Atom charges from the Löwdin analysis, given in e for atoms 1 to 2:
1 N 0.136
2 N 0.179

***

## 2
The following is a quantum chemistry calculation of a 2-piece molecular cluster, C6H14N5 overall, from the OMol25 dataset.

Calculated values
LUMO level: -3.5 eV
Orbital gap: 0.351 Ha

Geometry as ORCA input:
```
! RIJCOSX wB97M-V def2-TZVPD def2/J DEFGRID3
* xyz 1 1
N -0.03 0.29 -0.67
N -0.44 0.99 -1.54
N -0.69 1.86 -2.22
N -1.79 2.72 0.12
N -0.43 1.90 1.89
C 0.44 -1.09 -0.74
C -0.14 -1.74 -2.18
C 1.91 -1.00 -0.85
C -0.10 -1.81 0.53
C -1.05 2.17 0.96
C 0.15 1.18 2.98
H 0.45 1.86 3.76
H -1.38 3.29 -0.62
H -0.04 -2.85 -2.10
H 1.02 0.53 2.68
H 2.44 -2.01 -1.15
H -0.10 -2.89 0.34
H -2.70 2.48 -0.07
H 2.31 -0.22 -1.63
H 2.32 -0.60 0.17
H -1.10 -1.34 0.88
H 0.57 -1.69 1.40
H -1.27 -1.55 -2.30
H -0.87 0.69 3.31
H 0.51 -1.18 -2.94
*
```

Atom charges from the Löwdin analysis, given in e for atoms 1 to 2:
1 N 0.061
2 N -0.228

***

Most stable structure, least stable structure: 1, 2.